Entry from OMol25: C16H32F2LiNO12S6 as an isolated structure at a distorted geometry (ωB97M-V/def2-TZVPD).

As for the relative energy (zero: lowest compared OMol25 entry of this formula, charge and spin): 0.00 kJ/mol. The value obtained for the HOMO energy is -9.1 eV.

The geometry in ORCA input format:
```
! RIJCOSX wB97M-V def2-TZVPD def2/J DEFGRID3
* xyz 0 1
Li -0.024 0.302 -0.484
N 2.759 2.257 -2.644
S 2.970 0.866 -2.047
O 3.488 -0.088 -3.003
O 2.188 0.346 -0.958
F 4.322 1.321 -1.307
S 1.227 2.036 -3.179
O 0.216 1.843 -2.168
O 1.116 1.410 -4.485
F 0.918 3.559 -3.624
C 1.776 -3.221 2.993
C 0.710 -2.547 3.857
C -0.307 -1.789 2.993
S -0.087 -2.352 1.253
O 0.708 -1.397 0.513
O -1.278 -2.902 0.653
C 1.009 -3.712 1.815
H 2.212 -4.011 3.603
H 2.552 -2.520 2.683
H 1.064 -1.982 4.722
H 0.110 -3.283 4.405
H -0.220 -0.707 3.118
H -1.345 -1.962 3.279
H 1.573 -4.001 0.928
H 0.323 -4.516 2.089
C -5.026 2.351 -0.267
C -5.465 1.543 1.002
C -4.159 0.844 1.366
S -3.409 0.179 -0.185
O -3.884 -1.117 -0.644
O -1.971 0.381 -0.072
C -4.335 1.352 -1.166
H -4.465 3.236 0.019
H -5.994 2.613 -0.697
H -6.246 0.822 0.776
H -5.679 2.318 1.735
H -4.175 0.011 2.068
H -3.482 1.634 1.694
H -4.989 0.864 -1.891
H -3.716 1.806 -1.951
C 2.316 4.092 3.199
C 3.151 2.892 3.521
C 2.879 1.794 2.442
S 1.559 2.424 1.374
O 0.626 1.314 1.198
O 2.093 3.088 0.222
C 0.979 3.563 2.671
H 2.709 4.863 2.539
H 2.031 4.577 4.138
H 3.109 2.562 4.556
H 4.197 3.150 3.336
H 2.594 0.877 2.953
H 3.737 1.595 1.803
H 0.582 2.923 3.460
H 0.212 4.172 2.196
C 1.644 -2.791 -3.714
C 1.004 -1.991 -4.859
C -0.513 -1.878 -4.656
S -0.791 -2.043 -2.908
O -1.947 -2.824 -2.539
O -0.495 -0.769 -2.256
C 0.656 -3.084 -2.610
H 2.581 -2.341 -3.371
H 2.112 -3.673 -4.160
H 1.369 -2.473 -5.769
H 1.419 -0.996 -5.041
H -1.028 -2.716 -5.125
H -0.898 -0.908 -4.962
H 0.255 -4.068 -2.880
H 0.878 -3.115 -1.550
*
```